{"formula": "C16H6BiCl8F9N2O2Si", "method": "ωB97M-V/def2-TZVPD", "elements": ["Bi", "Cl", "C", "C", "C", "Cl", "C", "Cl", "C", "Cl", "C", "Cl", "F", "C", "F", "F", "C", "O", "C", "F", "F", "F", "C", "F", "F", "F", "Cl", "Si", "Cl", "Cl", "N", "C", "O", "C", "C", "C", "N", "C", "C", "H", "H", "H", "H", "H", "H"], "positions_angstrom": [[0.15, 0.48, 0.68], [2.05, 1.60, -2.10], [2.65, 0.16, -1.38], [2.01, -0.40, -0.27], [2.57, -1.56, 0.28], [1.92, -2.24, 1.73], [3.69, -2.17, -0.28], [4.35, -3.59, 0.42], [4.29, -1.61, -1.40], [5.68, -2.33, -2.09], [3.77, -0.44, -1.95], [4.50, 0.24, -3.34], [2.69, 4.94, 0.23], [2.26, 4.51, 1.43], [2.07, 5.60, 2.20], [3.24, 3.79, 1.98], [0.96, 3.65, 1.28], [1.31, 2.47, 0.72], [-0.04, 4.42, 0.37], [-0.25, 5.69, 0.72], [-1.24, 3.79, 0.41], [0.37, 4.41, -0.89], [0.33, 3.51, 2.71], [-0.28, 4.62, 3.13], [-0.61, 2.53, 2.72], [1.25, 3.17, 3.62], [-2.97, -0.05, -1.43], [-1.04, 0.69, -1.71], [-1.33, 2.43, -2.70], [-0.22, -0.61, -3.06], [-4.78, -4.05, -1.56], [-4.35, -4.27, -0.29], [-4.90, -5.01, 0.50], [-3.11, -3.49, 0.05], [-3.10, -2.69, 1.19], [-2.04, -1.83, 1.38], [-1.00, -1.77, 0.54], [-0.94, -2.64, -0.47], [-1.98, -3.50, -0.76], [-5.65, -4.45, -1.85], [-4.34, -3.37, -2.15], [-3.93, -2.71, 1.88], [-2.02, -1.13, 2.21], [-0.05, -2.61, -1.07], [-1.91, -4.17, -1.61]], "total_charge": 0, "relative_energy_kj_mol": 57.92, "homo_lumo_gap_ev": 8.720}



{"formula": "CH6FFeO6", "method": "ωB97M-V/def2-TZVPD", "elements": ["Fe", "F", "C", "O", "O", "O", "O", "H", "H", "O", "H", "H", "O", "H", "H"], "positions_angstrom": [[-29.65, 14.91, 27.89], [-30.49, 16.00, 26.30], [-28.84, 16.85, 29.47], [-29.95, 16.26, 29.58], [-28.65, 18.09, 29.60], [-28.28, 16.49, 28.46], [-28.85, 13.73, 29.36], [-29.09, 12.96, 29.88], [-28.08, 14.08, 29.80], [-31.45, 13.85, 28.07], [-31.74, 12.96, 28.25], [-32.26, 14.35, 27.95], [-28.47, 13.84, 26.56], [-28.99, 13.46, 25.85], [-27.62, 13.40, 26.50]], "multiplicity": 5, "total_charge": -1, "relative_energy_kj_mol": 367.34, "homo_lumo_gap_ev": [3.965, 4.120]}



{"formula": "C4H7NO", "method": "ωB97M-V/def2-TZVPD", "elements": ["O", "C", "C", "N", "C", "C", "H", "H", "H", "H", "H", "H", "H"], "positions_angstrom": [[-1.51, -1.15, 0.92], [-1.20, -0.14, 0.00], [-0.58, 1.18, 0.47], [0.64, 0.89, -0.37], [1.34, -0.40, -0.13], [0.05, -0.36, -0.88], [-0.88, -1.05, 1.64], [-2.09, -0.02, -0.62], [-0.27, 1.25, 1.52], [0.82, 1.76, -0.85], [1.35, -0.69, 0.92], [2.23, -0.66, -0.70], [0.08, -0.62, -1.94]], "total_charge": 0, "relative_energy_kj_mol": 541.70, "homo_lumo_gap_ev": 7.495}